{
  "formula": "C13H23INPPd",
  "method": "wB97M-V/def2-TZVPD",
  "fmax_ha_per_bohr": 0.0488,
  "de_lowest_kcal_mol": 13.4,
  "homo_lumo_gap_ev": [7.322, 5.533],
  "total_charge": 2,
  "multiplicity": 5,
  "elements": ["C", "C", "C", "H", "H", "H", "H", "H", "H", "H", "I", "H", "C", "N", "H", "C", "H", "Pd", "H", "H", "C", "H", "H", "P", "C", "C", "C", "H", "H", "C", "H", "H", "H", "H", "C", "H", "H", "C", "C", "H"],
  "coordinates": [[-2.244, -0.955, -1.632], [-1.478, -0.924, -0.437], [-1.175, 0.364, 0.076], [2.762, -3.742, 0.732], [2.382, 1.220, 0.445], [-1.139, -2.109, 1.361], [-0.043, 2.195, 3.102], [-2.594, -1.919, -2.000], [1.192, 0.895, -0.851], [-2.433, 2.357, -2.368], [-0.748, -1.253, 3.642], [2.702, -1.978, 0.582], [-0.176, -3.341, -0.190], [1.198, -2.983, -0.476], [0.692, 4.162, 2.512], [1.219, 3.875, 1.599], [-2.195, -2.830, 0.155], [-0.679, 0.902, 2.051], [1.267, 4.730, 0.914], [1.487, -2.754, 1.601], [1.647, 1.676, -0.227], [-0.517, -3.933, -1.058], [2.236, 3.558, 1.853], [0.454, 2.445, 0.880], [1.460, -2.110, -1.602], [-1.429, 1.518, -0.688], [-1.242, -2.254, 0.248], [-0.089, -4.055, 0.658], [1.907, -2.681, -2.437], [-0.860, 2.875, -0.322], [0.525, -1.605, -1.909], [2.179, -1.334, -1.282], [2.123, 2.422, -0.885], [-0.413, 1.708, 3.600], [-2.627, 0.195, -2.308], [-3.256, 0.156, -3.195], [-1.539, 3.560, 0.222], [-2.197, 1.429, -1.847], [2.086, -2.877, 0.682], [-0.446, 3.394, -1.201]]
}

=====

{
  "formula": "CaHgI",
  "method": "wB97M-V/def2-TZVPD",
  "fmax_ha_per_bohr": 0.0143,
  "homo_lumo_gap_ev": 7.300,
  "total_charge": 3,
  "elements": ["Ca", "I", "Hg"],
  "coordinates": [[10.038, -13.475, 6.744], [10.018, -11.804, 4.133], [11.325, -9.548, 3.767]]
}

=====

{
  "formula": "C2H5NO3",
  "method": "wB97M-V/def2-TZVPD",
  "fmax_ha_per_bohr": 0.0583,
  "de_lowest_kcal_mol": 61.8,
  "homo_lumo_gap_ev": 9.867,
  "total_charge": 0,
  "elements": ["C", "O", "H", "O", "N", "C", "H", "H", "H", "O", "H"],
  "coordinates": [[-0.903, 0.120, 0.152], [-1.536, 0.747, -0.663], [2.451, -0.322, -0.553], [-1.455, -0.761, 1.027], [0.443, -0.890, -0.548], [1.416, -0.089, -0.792], [1.195, 0.790, -1.382], [0.644, -1.696, 0.038], [-2.397, -0.816, 0.814], [0.186, 0.990, 0.993], [-0.042, 1.928, 0.913]]
}

=====

{
  "formula": "Br2H2N2S",
  "method": "wB97M-V/def2-TZVPD",
  "fmax_ha_per_bohr": 0.0408,
  "de_lowest_kcal_mol": 52.7,
  "homo_lumo_gap_ev": [7.350, 7.767],
  "total_charge": 0,
  "elements": ["S", "Br", "H", "H", "N", "Br", "N"],
  "coordinates": [[1.013, 1.675, 0.160], [3.191, -0.693, 0.011], [0.992, -0.276, 1.279], [-1.318, -0.322, -1.714], [-1.550, 0.073, -0.799], [-1.132, -1.124, 0.437], [1.609, 0.436, 0.867]]
}